Density functional theory data (wB97M-V/def2-TZVPD) for a cluster of 5 separate species, C3H16NO4 in total at a distorted geometry.

```
24
Properties=species:S:1:pos:R:3:forces:R:3:lowdin_charge:R:1
C -0.93125 3.80645 2.55026 1.175 1.425 -0.092 -0.069
C -1.36384 2.60674 1.75715 0.506 -1.397 -0.494 -0.154
C -0.65206 0.27223 1.75215 1.767 -0.818 -0.249 0.114
N -0.32102 1.49411 1.84319 -1.892 0.962 1.037 0.043
H -0.95064 4.66759 1.87863 -0.097 0.101 0.268 0.089
H -1.40587 4.09898 3.48657 -0.847 -0.569 -0.325 0.090
H 0.10876 3.77285 2.90620 0.066 -0.358 -0.502 0.082
H -2.30718 2.19212 2.10316 0.061 -0.117 0.032 0.126
H -1.43053 2.71414 0.67294 -0.207 0.833 0.166 0.132
H 0.07192 -0.47324 2.05800 -0.005 0.010 -0.160 0.119
H -1.57819 -0.11579 1.35060 -0.394 0.577 0.324 0.135
H 0.60074 1.82673 2.12421 -0.113 -0.592 0.067 0.170
H 2.12055 -4.32484 -3.48879 -0.736 -0.309 0.915 0.057
H 1.06591 -4.51659 -2.22245 0.898 -0.035 -0.988 0.059
O 1.20848 -4.23289 -3.14944 -0.223 0.377 0.155 -0.073
H -2.29507 -2.58940 -3.55808 -0.564 0.264 -0.148 0.031
H -1.03561 -3.27531 -3.21698 0.079 0.115 0.416 0.014
O -1.72735 -2.73174 -2.80290 0.657 -0.334 -0.255 -0.067
H 1.37433 -0.53741 -0.19225 -0.349 -0.109 -1.118 0.026
H 0.11428 -0.44839 -1.21556 0.552 -0.326 -0.054 0.063
O 0.46095 -0.22993 -0.34549 -0.623 0.504 1.051 -0.067
H 3.53499 -0.82341 -1.57255 0.313 0.258 -0.057 0.068
H 2.52973 -1.93870 -1.62814 -0.396 -0.904 -0.592 0.033
O 2.80796 -1.21429 -1.09043 0.372 0.440 0.603 -0.022
```
Positions in Å, forces in eV/Å.

Properties
**E_LUMO**: -3.8 eV
**Multiplicity**: 1
**F_max**: 0.046 hartree/bohr
**Total charge**: +1
**Frontier orbital gap**: 9.952 eV
**E_HOMO**: -13.80 eV
**Energy above the lowest of the compared OMol25 structures with the same formula, charge and spin**: 41.1 kcal per mole